1.
Computed, not measured: a structure of composition C15H34GaNO2P2Si at a distorted geometry, with ωB97M-V with the def2-TZVPD basis set.

Computed properties:
- spin multiplicity = 1
- calculated total energy (Ha) = -3693.71029
- total charge = +2

The geometry in XYZ format:
```
56
Properties=species:S:1:pos:R:3:forces:R:3
Ga -0.015150 -0.150158 0.149905 -0.293 0.961 -1.068
P 2.242659 -0.665001 -0.463949 1.285 1.438 0.050
C 2.571829 0.843605 -1.479097 -1.164 0.071 0.982
C 1.316366 1.446477 -2.064374 -0.022 -0.039 -0.179
N 0.138292 1.305948 -1.396059 0.895 -0.553 0.461
C -0.959151 1.972032 -1.775999 0.339 0.740 -0.787
C -0.923426 2.767557 -2.914010 0.198 -0.060 0.038
C 0.258541 2.888026 -3.655163 -0.309 -0.078 0.419
C 1.394056 2.243763 -3.204307 0.339 -0.629 0.121
C -2.198370 1.911209 -0.929424 -0.292 -0.441 0.185
P -1.840848 1.427638 0.818192 0.405 0.751 0.042
H 2.358677 2.268456 -3.721094 -0.494 0.264 0.080
H -1.824126 3.288952 -3.194217 -0.041 0.118 -0.171
H 0.304356 3.495286 -4.547056 -0.131 0.049 -0.047
H -2.677814 2.901084 -0.908705 0.067 -0.299 -0.037
H -2.926987 1.202043 -1.356911 0.199 0.163 0.145
H 2.951063 1.643603 -0.737938 -0.410 -1.113 -0.489
H 3.406355 0.759124 -2.149580 0.123 -0.399 -0.697
H 2.647044 2.616879 0.933903 0.510 0.430 -0.179
O 3.473225 2.525491 0.423717 1.331 2.050 -0.629
H 3.776116 3.386789 0.008870 -0.673 -1.333 1.091
H 1.038189 1.142116 1.914062 0.198 0.046 0.049
O 1.513464 1.980000 1.860314 -0.892 -0.332 1.021
H 1.437553 2.304494 2.770384 0.249 0.247 -0.059
C -1.396122 3.021104 1.578837 0.012 0.165 0.149
H -2.200585 3.752048 1.404979 0.202 -0.244 0.107
H -1.268421 2.881781 2.662286 -0.057 0.102 -0.292
H -0.455063 3.410658 1.161406 -0.390 -0.212 0.094
C -3.446433 0.966692 1.536684 -0.006 -0.372 0.145
H -3.314191 0.764387 2.609550 -0.051 0.075 -0.312
H -4.175995 1.781733 1.414544 0.338 -0.154 -0.033
H -3.845091 0.059936 1.060148 0.153 0.239 0.114
C 2.402218 -2.160734 -1.465775 -0.466 -0.297 0.048
H 3.419007 -2.270322 -1.867295 -0.224 0.220 0.187
H 2.185051 -3.003081 -0.796806 0.071 0.030 -0.265
H 1.679777 -2.171337 -2.292811 0.198 0.029 0.214
C 3.579302 -0.726649 0.763192 -0.079 -0.177 0.204
H 3.412272 -1.634500 1.357881 0.214 0.188 -0.035
H 4.559758 -0.793031 0.263585 -0.393 0.034 0.151
H 3.558520 0.154621 1.423019 0.011 -0.314 -0.349
C 0.192438 -4.043665 0.945502 0.118 0.086 -0.096
Si -1.311793 -2.926009 0.857735 -0.806 -1.585 0.540
C -2.795894 -3.963092 0.353930 0.045 0.030 0.023
C -1.627890 -2.219236 2.570878 0.007 0.154 -0.076
C -1.085746 -1.596902 -0.390630 -0.219 0.056 -0.776
H 0.044270 -4.803165 1.727900 0.068 0.233 -0.204
H 1.111492 -3.492767 1.185632 -0.039 -0.134 0.073
H 0.350893 -4.575550 -0.003149 -0.037 0.098 0.194
H -3.009710 -4.750331 1.091137 0.063 0.198 -0.170
H -3.699158 -3.345299 0.255527 0.142 -0.135 0.022
H -2.622481 -4.453565 -0.614217 -0.045 0.109 0.200
H -0.784456 -1.615661 2.930892 -0.032 -0.040 0.099
H -2.528802 -1.592175 2.599083 0.130 -0.156 0.046
H -1.771371 -3.046613 3.282282 0.043 0.279 -0.171
H -0.578353 -1.952418 -1.289270 -0.192 -0.345 -0.132
H -2.039355 -1.162272 -0.698123 -0.196 -0.211 -0.039
```
Forces are in eV/Å.

---

2.
Computed, not measured: a cluster of 3 separate species, C15H34N2O11P2 in total at a distorted geometry, with ωB97M-V with the def2-TZVPD basis set.

Computed properties:
- spin multiplicity = 1
- calculated total energy (Ha) = -2211.80354
- SMILES = CN(C)C(=O)CCOC[C@@H](NP(=O)(O)O)P(C)C.COC(=O)OC.COC(=O)OC

The geometry in XYZ format:
```
64
Properties=species:S:1:pos:R:3:forces:R:3
C -0.719869 3.696803 -1.062403 -0.815 0.616 0.112
N 0.293904 2.863135 -1.756171 0.269 -0.536 1.384
C -0.386577 1.863228 -2.625800 0.238 -0.408 -0.399
C 1.165940 2.200666 -0.761449 -1.153 -0.188 0.624
O 0.761041 2.046943 0.398075 1.578 0.426 -2.361
C 2.596505 1.782025 -1.270577 0.525 0.260 0.689
C 3.438370 0.933680 -0.193746 0.738 0.589 -1.797
O 3.045529 -0.442441 -0.182619 -0.493 0.792 1.242
C 2.152737 -0.764404 0.892441 -0.879 -0.147 1.044
C 2.409460 -2.277260 1.407955 0.356 0.523 0.101
N 1.149242 -2.935899 1.906553 -0.755 -1.601 -1.199
P 0.108427 -3.524477 0.654180 -2.894 1.397 -1.719
O -0.302620 -2.486858 -0.387176 1.783 -2.407 2.065
O 0.639504 -4.993731 -0.055524 -1.035 1.837 1.717
O -1.343666 -3.966439 1.455370 2.499 -0.344 -1.112
P 3.486370 -3.294411 0.234453 2.208 1.313 -0.433
C 2.918278 -3.255207 -1.552327 -0.392 -0.963 -0.976
C 3.839892 -5.024850 0.880777 -0.250 -0.405 0.322
H -0.255608 4.389521 -0.293594 -0.453 -1.030 -0.922
H -1.247858 4.360494 -1.815154 0.707 -0.827 0.665
H -1.527440 3.061039 -0.569589 1.047 0.743 -0.391
H -0.622320 2.327692 -3.640205 0.157 -0.655 1.387
H -1.334140 1.486964 -2.105491 1.167 0.402 -0.818
H 0.311824 0.980994 -2.777668 -0.938 1.014 0.036
H 2.583019 1.263698 -2.288386 -0.189 0.544 1.496
H 3.210079 2.734800 -1.442698 -1.070 -1.030 0.213
H 4.509964 0.950560 -0.599979 -1.379 -0.139 0.565
H 3.488330 1.432127 0.819126 -0.503 -0.675 -0.989
H 2.336715 -0.072048 1.787189 -0.083 -0.919 -1.197
H 1.051454 -0.595701 0.631721 1.538 -0.531 0.052
H 3.054250 -2.139020 2.345246 -0.844 -0.529 -1.298
H 1.465256 -3.778635 2.416844 -0.336 0.630 0.018
H 0.159872 -5.734046 0.366162 0.314 0.383 -0.201
H -1.940516 -4.314572 0.753473 0.495 0.330 0.507
H 1.802585 -3.292454 -1.726764 1.224 0.228 0.163
H 3.392301 -2.382787 -2.113417 -0.744 -1.010 1.143
H 3.343758 -4.196257 -2.051538 -0.522 1.151 0.824
H 4.051598 -4.919114 2.001320 -0.455 -0.190 -1.462
H 3.038865 -5.799744 0.676007 0.968 0.779 0.405
H 4.836220 -5.351809 0.426733 -1.487 0.498 0.452
C -7.311901 -7.116952 0.633081 -0.347 -0.262 -0.016
O -6.060739 -6.445491 0.496617 0.139 0.227 0.094
C -5.969051 -5.308012 1.200315 0.102 -0.081 -0.103
O -6.826547 -4.839975 1.902641 0.174 -0.092 -0.139
O -4.754236 -4.783397 0.984317 -0.163 -0.216 -0.044
C -4.512848 -3.557494 1.677061 0.119 0.498 0.179
H -7.271904 -8.018929 0.022982 0.247 0.157 -0.012
H -7.481901 -7.407980 1.671209 -0.050 0.174 -0.066
H -8.127663 -6.489183 0.270179 0.065 0.010 0.181
H -4.570535 -3.706859 2.756587 -0.136 0.026 -0.112
H -5.216620 -2.787509 1.356109 -0.057 -0.148 0.130
H -3.504725 -3.227973 1.428539 -0.223 -0.150 -0.035
C 1.712206 6.595188 -1.465626 0.279 -0.314 -0.235
O 0.583700 7.275427 -0.918537 -0.050 0.234 0.157
C 0.887735 8.405432 -0.264949 -0.172 -0.079 -0.023
O 1.991923 8.861512 -0.116119 -0.203 -0.079 -0.026
O -0.253125 8.938799 0.194014 0.166 -0.187 -0.135
C -0.079006 10.156327 0.916360 -0.039 0.360 0.225
H 1.349330 5.698618 -1.968927 -0.224 0.134 0.124
H 2.222026 7.221685 -2.199855 0.041 0.022 0.196
H 2.400089 6.291600 -0.674011 0.013 0.180 -0.069
H 0.359147 10.924600 0.276719 0.109 -0.124 0.099
H 0.537824 9.994134 1.802108 0.076 0.040 -0.171
H -1.063857 10.494227 1.237833 -0.008 -0.251 -0.152
```
Forces are in eV/Å.